C3H5I | ωB97M-V/def2-TZVPD

Each line ends with the natural charge from an NBO analysis.
Cartesian coordinates (Å):
C (-0.1990, -1.9949, -0.0610)  -0.235
C (0.0485, -0.8485, 0.1464)  0.054
C (0.5742, 0.5240, 0.1584)  -0.727
I (-3.6419, 0.7951, -0.2009)  -0.083
H (-2.9654, -0.2480, 0.6216)  0.083
H (-0.5180, -3.0122, -0.0558)  0.208
H (-0.2284, 1.0106, -0.3577)  0.248
H (0.8304, 0.9784, 1.2671)  0.244
H (1.5315, 0.6346, -0.4335)  0.208

Computed properties:
Gap between HOMO and LUMO (spin up / spin down): 5.40 / 7.42 eV
Spin multiplicity: 3
DFT total energy: -414.6923 Eh
LUMO energy (spin up / spin down): 0.8 / -2.7 eV
Relative energy (zero: lowest compared OMol25 entry of this formula, charge and spin): 81.22 kcal per mole

=====

C33H34F6O6 | ωB97M-V/def2-TZVPD

Each line ends with the Mulliken charge.
Cartesian coordinates (Å):
C (6.3874, -3.1479, 3.4705)  0.025
C (6.2897, -2.0070, 3.1106)  -0.461
C (6.0905, -0.6997, 2.4669)  -0.989
C (4.9794, -0.7162, 1.4027)  0.206
C (5.0857, -1.8962, 0.4409)  -1.689
C (4.1132, -1.7981, -0.7040)  0.871
C (4.2599, -0.9946, -1.7669)  0.757
C (5.4174, -0.0609, -1.9938)  -1.411
C (4.9985, 1.3270, -2.4986)  0.832
C (3.7595, 1.8957, -1.7737)  -1.048
C (6.1780, 2.3144, -2.4180)  -1.623
C (3.2074, -1.0208, -2.8410)  -0.283
O (3.4805, -0.8841, -4.0113)  -0.589
C (1.8155, -1.2400, -2.3456)  0.654
C (0.7220, -0.6497, -2.9544)  -1.113
C (-0.5407, -0.8516, -2.4102)  -0.761
C (-0.7089, -1.6514, -1.2788)  1.369
C (-2.0703, -1.8358, -0.6885)  0.923
C (-2.3743, -2.9555, 0.0857)  -0.337
C (-3.6371, -3.1150, 0.6352)  -0.887
C (-4.6182, -2.1590, 0.4278)  -0.292
C (-4.3269, -1.0267, -0.3206)  -0.598
C (-3.0629, -0.8759, -0.8760)  -0.645
C (0.3991, -2.2768, -0.7093)  -0.795
C (1.6604, -2.0613, -1.2381)  0.133
C (2.8913, -2.6629, -0.6376)  -0.282
O (2.8923, -3.7604, -0.1306)  -0.617
H (6.5615, -4.1374, 3.8185)  0.410
H (7.0394, -0.3856, 2.0296)  0.329
H (5.8125, 0.0107, 3.2489)  0.428
H (3.9969, -0.7094, 1.8788)  0.296
H (5.0526, 0.2392, 0.8762)  -0.025
H (4.8411, -2.7991, 1.0020)  0.619
H (6.1050, -2.0531, 0.0803)  0.419
H (6.1148, -0.5033, -2.7116)  0.347
H (5.9736, 0.0505, -1.0602)  0.370
H (4.7388, 1.2243, -3.5522)  0.398
H (3.9282, 2.8869, -1.3524)  0.544
H (3.3861, 1.2523, -0.9745)  -0.077
H (2.9356, 2.0017, -2.4843)  0.259
H (6.1880, 2.7727, -1.4263)  0.386
H (7.1350, 1.8382, -2.6250)  0.366
H (6.0025, 3.1332, -3.1172)  0.416
H (0.8819, -0.0452, -3.8375)  0.523
H (-1.3804, -0.3696, -2.8897)  0.425
H (-1.6251, -3.7163, 0.2572)  0.374
H (-3.8748, -3.9938, 1.2208)  0.382
H (-5.6141, -2.2743, 0.8366)  0.408
H (-5.0679, -0.2547, -0.4782)  0.425
H (-2.8754, 0.0305, -1.4364)  0.272
H (0.2979, -2.9177, 0.1553)  0.394
C (-0.9652, 0.7812, 5.5273)  -1.102
C (0.0992, 0.0104, 4.7785)  -0.259
O (0.3476, 0.5906, 3.4808)  -0.210
C (1.1525, 1.6413, 3.4552)  0.271
O (1.6990, 2.1567, 4.3845)  -0.520
C (1.3416, 2.1049, 1.9990)  0.821
F (0.1789, 2.1507, 1.3430)  -0.240
F (2.1476, 1.2471, 1.3559)  -0.176
F (1.8943, 3.3117, 1.9507)  -0.262
H (-1.8770, 0.8462, 4.9330)  0.296
H (-1.1944, 0.2820, 6.4681)  0.380
H (-0.6340, 1.7956, 5.7470)  0.314
H (-0.2301, -1.0061, 4.5749)  0.322
H (1.0316, -0.0411, 5.3394)  0.322
C (-8.9776, 3.8425, -2.5854)  -1.090
C (-8.8894, 2.3949, -3.0150)  -0.242
O (-8.3952, 1.5617, -1.9453)  -0.280
C (-9.2863, 1.1946, -1.0360)  0.288
O (-10.4468, 1.4752, -1.0091)  -0.519
C (-8.6120, 0.2836, 0.0068)  0.963
F (-7.4322, 0.7799, 0.3978)  -0.234
F (-8.3947, -0.9305, -0.5179)  -0.254
F (-9.3817, 0.1418, 1.0786)  -0.258
H (-8.0120, 4.1903, -2.2173)  0.302
H (-9.2759, 4.4642, -3.4288)  0.373
H (-9.7077, 3.9713, -1.7871)  0.319
H (-8.1710, 2.2736, -3.8226)  0.313
H (-9.8513, 2.0157, -3.3575)  0.325

Computed properties:
Gap between HOMO and LUMO: 8.16 eV
Spin multiplicity: 1
DFT total energy: -2328.5049 Eh
Structure (SMILES): C#CCCCC1=C(CC(C)C)C(=O)c2ccc(-c3ccccc3)cc2C1=O.CCOC(=O)C(F)(F)F.CCOC(=O)C(F)(F)F
LUMO energy: -0.6 eV

=====

C29H53FI2O3 | ωB97M-V/def2-TZVPD

Each line ends with the Mulliken charge.
Cartesian coordinates (Å):
C (2.1900, -5.6935, -3.2182)  -1.055
C (2.7948, -5.1954, -4.5426)  -0.556
C (1.7402, -4.7682, -5.5768)  -0.616
C (1.5585, -3.2519, -5.6026)  -0.792
C (0.3162, -2.8060, -6.3845)  -0.835
C (-0.7948, -2.1910, -5.4926)  -0.294
C (-2.1977, -2.7133, -5.8090)  -0.926
C (-2.8351, -3.5400, -4.6789)  -1.044
C (-2.8224, -2.8767, -3.3041)  -0.836
C (-3.4847, -1.4986, -3.2510)  -0.335
C (-2.9482, -0.6618, -2.0786)  -0.820
C (-3.9990, 0.2599, -1.4582)  -1.034
C (-4.5534, -0.3063, -0.1436)  -0.879
C (-3.5022, -0.2130, 0.9710)  -0.726
C (-3.6961, 1.0085, 1.8877)  -0.741
C (-3.0902, 0.7518, 3.2724)  -0.313
C (-3.0377, 2.0219, 4.1392)  -1.154
C (-1.6477, 2.2256, 4.7472)  -0.929
C (-0.6919, 2.7617, 3.6906)  -0.359
C (0.5981, 3.3055, 4.2850)  -1.246
C (1.7224, 3.6401, 3.2679)  1.834
C (2.4281, 4.8995, 3.7517)  -1.570
O (1.0697, 3.8957, 2.0079)  -0.425
C (1.2422, 2.8941, 1.1259)  0.472
O (0.6762, 2.7905, 0.0376)  -0.640
O (2.1662, 2.0094, 1.6121)  -0.340
C (2.6920, 2.4844, 2.8400)  1.200
C (4.1050, 3.0042, 2.4874)  -1.600
C (4.1462, 3.9652, 1.2988)  -0.820
F (5.2255, 4.8235, 1.4644)  -0.401
C (2.9326, 1.2772, 3.7855)  -1.118
I (1.2725, -0.0945, 3.8430)  0.156
C (3.5150, 1.7185, 5.1753)  -0.311
C (5.0034, 1.4140, 5.2425)  -1.510
I (2.6395, 0.6622, 6.8229)  0.150
H (2.5608, -5.1287, -2.3704)  0.255
H (1.1082, -5.5877, -3.2230)  0.299
H (2.4116, -6.7401, -3.0363)  0.308
H (3.4316, -4.3442, -4.3145)  0.348
H (3.4329, -5.9626, -4.9671)  0.403
H (0.7973, -5.2411, -5.3113)  0.325
H (2.0546, -5.0934, -6.5648)  0.286
H (2.4624, -2.8282, -6.0343)  0.343
H (1.5176, -2.9016, -4.5718)  0.398
H (0.6099, -2.0548, -7.1107)  0.378
H (-0.0729, -3.6603, -6.9293)  0.479
H (-0.7547, -1.1148, -5.6316)  0.336
H (-0.5183, -2.3873, -4.4631)  0.133
H (-2.1582, -3.3585, -6.6813)  0.442
H (-2.8774, -1.8997, -6.0402)  0.453
H (-2.3139, -4.4953, -4.6231)  0.308
H (-3.8717, -3.7405, -4.9452)  0.361
H (-3.3705, -3.5228, -2.6194)  0.431
H (-1.8171, -2.8264, -2.8978)  0.453
H (-4.5548, -1.6268, -3.0947)  0.354
H (-3.3640, -0.9501, -4.1794)  0.320
H (-2.5610, -1.3578, -1.3390)  0.497
H (-2.0946, -0.0648, -2.3925)  0.292
H (-3.5609, 1.2232, -1.2057)  0.428
H (-4.8105, 0.4485, -2.1569)  0.465
H (-5.4133, 0.2866, 0.1558)  0.431
H (-4.8880, -1.3304, -0.2950)  0.381
H (-2.5092, -0.1116, 0.5404)  0.342
H (-3.4800, -1.1144, 1.5801)  0.475
H (-3.1360, 1.8336, 1.4502)  0.266
H (-4.7436, 1.2801, 1.9684)  0.400
H (-3.7110, -0.0110, 3.7356)  0.480
H (-2.1013, 0.3257, 3.1071)  0.137
H (-3.7862, 1.9327, 4.9189)  0.449
H (-3.2627, 2.8684, 3.4962)  0.494
H (-1.3144, 1.2453, 5.0782)  0.232
H (-1.6839, 2.8904, 5.6083)  0.469
H (-0.4790, 1.9548, 2.9949)  0.142
H (-1.1839, 3.5426, 3.1186)  0.460
H (0.3227, 4.1990, 4.8352)  0.497
H (0.9882, 2.6231, 5.0383)  -0.064
H (1.7636, 5.5421, 4.3114)  0.562
H (3.2886, 4.6825, 4.3706)  0.305
H (2.7950, 5.4825, 2.9141)  0.318
H (4.7414, 2.1653, 2.2303)  0.836
H (4.5766, 3.4970, 3.3281)  0.346
H (3.2570, 4.5735, 1.1939)  0.363
H (4.3073, 3.4012, 0.3869)  0.401
H (3.7017, 0.6756, 3.3245)  0.954
H (3.3712, 2.7783, 5.3303)  0.408
H (5.5544, 1.9262, 4.4592)  0.296
H (5.1810, 0.3510, 5.1163)  0.443
H (5.4244, 1.7225, 6.1918)  0.496

Computed properties:
Gap between HOMO and LUMO: 8.60 eV
Spin multiplicity: 1
DFT total energy: -2057.7427 Eh
LUMO energy: -0.2 eV

=====

C23H72O13 | ωB97M-V/def2-TZVPD

Each line ends with the Mulliken charge.
Cartesian coordinates (Å):
C (-1.4620, 2.7192, -4.1413)  0.120
C (-1.6420, 3.9341, -5.0071)  -0.626
O (-3.0012, 4.1464, -5.2937)  -0.523
H (-1.6523, 1.8706, -4.7984)  0.089
H (-2.0693, 2.7839, -3.2385)  0.007
H (-0.5070, 2.7179, -3.6159)  0.010
H (-1.2660, 3.7905, -6.0200)  0.262
H (-1.1963, 4.8093, -4.5343)  0.370
H (-3.3440, 4.7544, -4.6346)  0.296
C (-1.2619, -2.4774, 0.7656)  -0.217
C (-1.1946, -3.8229, 1.6147)  -0.570
O (-0.0333, -3.7992, 2.3381)  -0.340
H (-2.2892, -2.3480, 0.4250)  0.424
H (-0.5745, -2.4365, -0.0793)  0.020
H (-0.9407, -1.6824, 1.4386)  -0.126
H (-1.2099, -4.6769, 0.9376)  0.279
H (-2.0422, -4.0454, 2.2628)  0.316
H (0.0984, -4.5470, 2.9255)  0.249
C (-4.4089, -1.6705, 3.5563)  -0.527
C (-5.2625, -1.1278, 4.6849)  -0.407
O (-5.7039, -2.1889, 5.5891)  -0.533
H (-3.6301, -2.3653, 3.8705)  0.260
H (-3.8674, -0.8936, 3.0166)  -0.036
H (-4.9736, -2.2825, 2.8529)  0.352
H (-6.1146, -0.6082, 4.2467)  0.320
H (-4.6136, -0.4402, 5.2274)  0.263
H (-4.9148, -2.5157, 6.0274)  0.301
C (-0.4206, -1.5963, -5.0213)  -0.528
C (0.8619, -1.7027, -5.7921)  -0.565
O (1.6885, -0.5624, -5.4843)  -0.496
H (-0.9516, -2.5334, -5.1883)  0.318
H (-1.1681, -0.8259, -5.2106)  0.271
H (-0.2373, -1.4832, -3.9528)  0.035
H (0.7026, -1.7516, -6.8693)  0.400
H (1.4780, -2.5734, -5.5674)  0.242
H (1.6486, 0.0090, -6.2548)  0.267
C (-2.0953, 1.5037, 3.0148)  -0.933
C (-2.7656, 1.7066, 1.6351)  -0.020
O (-3.6508, 2.7534, 1.9125)  -0.562
H (-1.4701, 2.3377, 3.3339)  0.274
H (-1.4115, 0.6560, 2.9722)  0.237
H (-2.8539, 1.2727, 3.7626)  0.232
H (-3.2182, 0.8044, 1.2238)  0.209
H (-1.9918, 1.9616, 0.9110)  0.261
H (-4.4046, 2.3910, 2.3838)  0.309
C (5.7884, 1.6238, 2.3092)  -0.886
C (5.9650, 2.9595, 1.5239)  -0.176
O (5.2002, 2.9109, 0.3403)  -0.484
H (6.0651, 0.7691, 1.6920)  0.288
H (4.7401, 1.4657, 2.5627)  0.127
H (6.3301, 1.6034, 3.2548)  0.375
H (7.0442, 2.9747, 1.3715)  0.308
H (5.7100, 3.8623, 2.0789)  0.168
H (4.4006, 3.4344, 0.4307)  0.311
C (3.8245, -2.5093, -0.4484)  -0.826
C (2.4906, -3.1957, 0.0087)  0.767
O (2.7681, -3.9492, 1.1587)  -0.614
H (3.9324, -2.6395, -1.5252)  0.217
H (4.5807, -3.0193, 0.1483)  0.411
H (3.7382, -1.4282, -0.3396)  -0.017
H (2.0888, -3.8475, -0.7670)  0.177
H (1.6641, -2.5532, 0.3124)  -0.474
H (1.9846, -3.9292, 1.7131)  0.336
C (-2.4687, -3.1845, -2.4711)  -0.561
C (-1.8956, -4.6517, -2.4198)  -0.184
O (-2.6440, -5.4720, -3.3047)  -0.544
H (-2.6742, -2.7573, -3.4526)  0.386
H (-1.7722, -2.4356, -2.0939)  -0.130
H (-3.3752, -3.0382, -1.8838)  0.340
H (-1.9074, -5.0872, -1.4207)  0.090
H (-0.8556, -4.7291, -2.7368)  0.259
H (-2.2528, -5.1971, -4.1372)  0.350
C (1.5932, 3.1448, 3.7587)  -0.763
C (1.8721, 4.1385, 2.5707)  -0.422
O (3.1782, 4.1407, 2.2084)  -0.405
H (2.4517, 3.3283, 4.4047)  0.354
H (1.4176, 2.1144, 3.4496)  0.050
H (0.6436, 3.4479, 4.1995)  0.363
H (1.4555, 5.1053, 2.8531)  0.308
H (1.2272, 3.7849, 1.7663)  0.205
H (3.6236, 4.7453, 2.8064)  0.296
C (3.5577, 0.9202, -2.5848)  -0.919
C (2.2739, 1.5461, -2.8399)  -0.274
O (1.3762, 0.5274, -3.1065)  -0.147
H (3.9016, 0.3754, -3.4640)  0.281
H (3.6523, 0.2989, -1.6941)  -0.061
H (4.3664, 1.6322, -2.4205)  0.386
H (2.2884, 2.2612, -3.6625)  0.471
H (1.8977, 2.1575, -2.0197)  0.231
H (1.4965, 0.2284, -4.0108)  0.189
C (0.6777, 0.4888, 0.0810)  0.110
O (-0.5105, 0.3982, -0.7073)  -0.278
H (1.6023, 0.2441, -0.4419)  -0.239
H (0.6799, 1.5232, 0.4247)  -0.003
H (0.5891, -0.1602, 0.9522)  0.207
H (-0.1492, 0.1394, -1.5582)  0.077
C (-4.7500, 3.0055, -1.2293)  -0.252
O (-3.9191, 4.0922, -0.6456)  -0.570
H (-4.1067, 2.1904, -0.8978)  -0.041
H (-5.7110, 2.9634, -0.7167)  0.245
H (-4.8585, 3.0955, -2.3101)  0.250
H (-3.4681, 3.7829, 0.1434)  0.353
C (2.1709, -2.3595, 4.7694)  -0.350
O (2.0283, -2.5631, 6.1759)  -0.542
H (2.7931, -3.1362, 4.3248)  0.219
H (1.1943, -2.4552, 4.2950)  0.133
H (2.6124, -1.3909, 4.5346)  0.233
H (1.7188, -1.7004, 6.4614)  0.307

Computed properties:
Gap between HOMO and LUMO: 10.10 eV
Spin multiplicity: 1
DFT total energy: -1897.3566 Eh
LUMO energy: 0.3 eV
Relative energy (zero: lowest compared OMol25 entry of this formula, charge and spin): 97.23 kcal per mole